(1)
Entry from OMol25: C15H12IN3O4Pd as an isolated structure (ωB97M-V/def2-TZVPD).

CARTESIAN COORDINATES (ANGSTROEM)
Pd: 1.070 -2.194 0.686
C: -3.909 -2.415 1.022
C: -3.398 -1.097 0.535
N: -4.228 -0.124 0.292
C: -3.721 1.062 -0.153
C: -2.386 1.283 -0.340
C: -1.987 2.641 -0.853
O: -1.587 2.622 -2.233
C: -1.429 0.257 -0.069
C: -0.039 0.571 -0.241
N: 1.029 -0.095 0.094
C: 2.237 0.622 -0.037
C: 2.256 2.000 0.248
C: 3.397 2.768 0.112
C: 4.579 2.167 -0.301
C: 4.594 0.803 -0.535
C: 3.452 0.020 -0.390
I: 3.683 -2.020 -0.711
C: -1.928 -1.014 0.357
O: -1.265 -2.049 0.581
H: -4.991 -2.368 1.147
H: -3.421 -2.681 1.961
H: -3.638 -3.206 0.319
H: -4.445 1.846 -0.345
H: -1.166 3.072 -0.270
H: -2.843 3.314 -0.764
H: -1.558 1.698 -2.498
H: 0.126 1.519 -0.753
H: 1.355 2.454 0.635
H: 3.366 3.825 0.348
H: 5.489 2.744 -0.412
H: 5.516 0.317 -0.826
O: 1.253 -6.729 0.114
C: 1.210 -5.523 0.282
N: 1.167 -4.358 0.442
O: 2.158 -1.731 2.556

<S²> = 2.02
Total charge = -2
Multiplicity = 3
HOMO level (alpha / beta) = -0.54 / -0.04 eV

---

(2)
Entry from OMol25: C15H12N2O4S as an isolated structure at a distorted geometry (ωB97M-V/def2-TZVPD).

CARTESIAN COORDINATES (ANGSTROEM)
C: 4.481 -1.730 -1.180
C: 3.001 -1.832 -1.474
C: 2.482 -2.994 -2.083
C: 1.247 -3.280 -2.399
O: 0.965 -4.175 -2.938
O: 0.454 -2.388 -2.083
C: 0.892 -1.319 -1.455
C: -0.247 -0.175 -1.414
C: 0.098 1.002 -0.852
C: 1.446 1.297 -0.400
C: 2.260 0.221 -0.796
C: 2.074 -0.931 -1.438
H: 3.582 0.711 -0.435
H: 1.567 2.170 0.005
O: -0.764 2.057 -0.535
C: -2.118 1.633 -0.593
C: -2.653 0.639 0.277
O: -3.547 -0.195 -0.265
N: -2.467 0.491 1.405
C: -1.585 1.029 2.335
N: -1.072 0.654 3.293
C: -0.475 1.299 4.137
C: -0.478 2.693 3.624
S: -1.212 2.672 2.178
H: -0.034 3.764 3.809
H: -0.071 1.238 5.103
H: -2.512 -0.389 1.932
H: -2.554 1.573 -1.774
H: -2.589 2.575 -0.303
H: -1.251 -0.534 -1.478
H: 3.220 -3.876 -2.446
H: 4.704 -1.440 -0.299
H: 5.053 -2.573 -1.542
H: 5.000 -0.791 -1.789

HOMO level = -8.81 eV

---

(3)
Entry from OMol25: C15H12N6S3SbTi as an isolated structure at a distorted geometry (ωB97M-V/def2-TZVPD).

CARTESIAN COORDINATES (ANGSTROEM)
Ti: -0.972 0.893 0.276
N: -0.932 -3.328 -0.670
C: -1.464 -2.184 0.014
N: -0.569 -1.056 -0.098
C: 0.764 -1.297 0.014
N: 1.646 -0.332 0.026
N: 0.968 0.881 -0.052
C: 1.660 1.984 -0.183
C: 0.863 3.161 -0.364
C: 1.410 4.428 -0.592
C: 0.571 5.478 -0.860
C: -0.807 5.251 -0.913
C: -1.280 3.990 -0.661
N: -0.478 2.944 -0.366
C: 1.249 -2.691 0.059
C: 2.558 -3.022 0.392
C: 2.989 -4.335 0.338
C: 2.100 -5.329 -0.068
C: 0.796 -5.018 -0.400
C: 0.365 -3.693 -0.329
H: -1.589 -4.088 -0.756
H: -2.420 -1.919 -0.420
H: 2.741 1.970 -0.200
H: 2.485 4.553 -0.563
H: 0.974 6.466 -1.041
H: -1.508 6.041 -1.142
H: -2.337 3.784 -0.690
H: 3.231 -2.229 0.691
H: 4.007 -4.587 0.605
H: 2.427 -6.360 -0.116
H: 0.104 -5.794 -0.706
S: -1.836 -2.653 1.789
Sb: -2.607 -0.605 2.770
S: -0.674 0.790 2.582
S: -3.113 0.780 -0.991
N: -3.622 2.534 1.164
C: -3.106 1.772 0.366
H: -4.596 2.822 1.096

<S²> = 3.79
Multiplicity = 4
HOMO level (alpha / beta) = -6.79 / -7.94 eV

---

(4)
Entry from OMol25: C15H13BNO4Sn as an isolated structure (ωB97M-V/def2-TZVPD).

CARTESIAN COORDINATES (ANGSTROEM)
Sn: 0.047 0.075 -1.007
O: -2.254 -1.001 -1.652
C: -2.059 -1.843 -0.747
O: -1.127 -1.766 0.109
C: -2.986 -3.031 -0.661
C: -4.137 -3.081 -1.437
C: -4.965 -4.192 -1.382
C: -4.642 -5.259 -0.555
C: -3.489 -5.215 0.217
C: -2.665 -4.101 0.167
H: -4.369 -2.244 -2.082
H: -5.860 -4.233 -1.991
H: -5.285 -6.130 -0.519
H: -3.230 -6.053 0.852
H: -1.763 -4.041 0.759
B: 4.961 0.026 0.138
C: 3.410 -0.011 0.000
N: 2.260 -0.045 -0.141
H: 5.401 -0.490 -0.867
H: 5.291 1.188 0.216
H: 5.279 -0.593 1.127
O: -0.298 2.486 -1.757
C: -1.014 2.626 -0.742
O: -1.032 1.790 0.216
C: -1.919 3.824 -0.654
C: -1.680 4.918 -1.478
C: -2.522 6.018 -1.435
C: -3.614 6.017 -0.578
C: -3.864 4.920 0.234
C: -3.013 3.825 0.202
H: -0.832 4.879 -2.149
H: -2.331 6.871 -2.074
H: -4.273 6.876 -0.546
H: -4.726 4.920 0.889
H: -3.190 2.959 0.826

Total charge = -1
HOMO level = -5.69 eV

---

ΔE to the lowest compared entry with this formula, charge and spin (kcal per mole)
0.0, 334.9, 36.1, 18.6